(1)
# C24H47BFN2O14S4

A 5-piece molecular cluster, C24H47BFN2O14S4 overall (ωB97M-V/def2-TZVPD, the OMol25 dataset).

Maximum force in eV/A: 0.52
Total charge: +1
Kohn-Sham gap in eV: 8.642

XYZ file:
```
93
C24H47BFN2O14S4 ωB97M-V/def2-TZVPD
C -1.08 -6.23 0.88
C 0.13 -5.40 1.19
C 0.65 -4.50 0.26
C 1.76 -3.72 0.56
C 2.37 -3.82 1.80
C 3.55 -2.94 2.15
C 3.19 -1.90 3.15
C 2.04 -1.17 3.40
C 0.71 -1.12 2.75
B 0.65 -0.09 1.51
O 0.06 1.14 1.69
O 1.11 -0.46 0.28
N 2.32 -0.35 4.49
C 3.57 -0.53 4.92
N 4.08 -1.46 4.11
F 5.32 -1.92 4.24
C 1.87 -4.72 2.73
C 0.76 -5.50 2.43
H -1.93 -5.88 1.47
H -1.35 -6.15 -0.17
H -0.91 -7.27 1.12
H 0.19 -4.40 -0.72
H 2.13 -3.02 -0.18
H 4.36 -3.54 2.57
H 3.95 -2.45 1.25
H 0.39 -2.12 2.45
H -0.01 -0.76 3.50
H 0.62 1.77 2.16
H 2.07 -0.42 0.15
H 1.64 0.27 4.89
H 4.07 -0.06 5.76
H 2.34 -4.81 3.70
H 0.39 -6.19 3.17
O 6.34 -0.52 -2.32
S 5.64 0.50 -1.61
O 4.32 0.22 -1.13
O 5.62 1.82 -2.46
C 5.13 1.75 -3.84
C 3.63 1.61 -3.93
C 6.62 1.10 -0.28
H 5.65 0.93 -4.34
H 5.47 2.68 -4.28
H 3.28 0.66 -3.53
H 3.33 1.67 -4.97
H 3.14 2.41 -3.37
H 7.62 1.33 -0.66
H 6.67 0.31 0.46
H 6.15 1.99 0.13
O -1.82 5.69 1.03
S -3.03 5.23 0.43
O -3.83 4.27 1.13
O -2.70 4.69 -1.03
C -1.63 3.72 -1.13
C -2.02 2.35 -0.62
C -4.05 6.58 -0.04
H -0.76 4.11 -0.61
H -1.40 3.69 -2.19
H -2.21 2.36 0.45
H -1.20 1.65 -0.81
H -2.91 1.98 -1.12
H -3.44 7.30 -0.59
H -4.43 7.02 0.88
H -4.86 6.21 -0.65
O 3.32 -2.33 -6.43
S 2.09 -2.80 -5.88
O 1.13 -1.85 -5.41
O 2.42 -3.83 -4.71
C 3.34 -3.37 -3.69
C 2.73 -2.35 -2.76
C 1.31 -3.94 -6.97
H 4.24 -2.98 -4.17
H 3.62 -4.28 -3.15
H 2.49 -1.43 -3.29
H 3.43 -2.10 -1.96
H 1.80 -2.72 -2.32
H 2.04 -4.67 -7.30
H 0.95 -3.35 -7.81
H 0.48 -4.41 -6.45
O -9.90 4.57 2.14
S -8.98 4.16 3.15
O -7.86 5.00 3.46
O -8.47 2.70 2.82
C -7.93 2.47 1.49
C -6.56 3.07 1.29
C -9.83 3.77 4.64
H -8.65 2.85 0.76
H -7.90 1.39 1.40
H -6.59 4.16 1.35
H -6.17 2.79 0.31
H -5.86 2.73 2.06
H -10.67 3.12 4.40
H -10.19 4.71 5.05
H -9.14 3.29 5.32
```



(2)
# C24H47Br8F2NO2SSi

A 5-piece molecular cluster, C24H47Br8F2NO2SSi overall (ωB97M-V/def2-TZVPD, the OMol25 dataset).

Structure (SMILES): CCCCCCCCCCC[Si@H](CCCS)N(C(=O)F)C(=O)F.BrCCBr.BrCCBr.BrCCBr.BrCCBr
Maximum force in eV/A: 3.37
Total charge: 0
Kohn-Sham gap in eV: 9.244

XYZ file:
```
86
C24H47Br8F2NO2SSi ωB97M-V/def2-TZVPD
C -6.89 -2.54 -2.43
C -6.48 -3.03 -3.83
C -5.35 -4.06 -3.79
C -3.95 -3.46 -4.07
C -3.04 -3.51 -2.83
C -2.25 -2.19 -2.62
C -2.61 -1.49 -1.31
C -1.88 -0.16 -1.23
C -2.56 0.89 -0.32
C -1.55 1.71 0.51
C -1.25 3.13 -0.01
Si -0.70 3.28 -1.79
C 1.11 2.90 -2.16
C 1.72 1.76 -1.32
C 2.68 2.21 -0.21
S 2.25 3.82 0.49
N -1.00 4.98 -2.39
C -2.40 5.30 -2.49
O -2.82 6.42 -2.32
F -3.23 4.30 -2.78
C -0.41 5.07 -3.68
O 0.64 5.61 -3.89
F -1.10 4.52 -4.69
H -6.36 -1.63 -2.19
H -6.68 -3.30 -1.70
H -7.95 -2.29 -2.42
H -6.22 -2.16 -4.43
H -7.33 -3.51 -4.30
H -5.33 -4.54 -2.81
H -5.51 -4.85 -4.52
H -4.03 -2.46 -4.48
H -3.49 -4.07 -4.85
H -3.61 -3.67 -1.93
H -2.32 -4.29 -2.98
H -2.43 -1.52 -3.45
H -1.18 -2.40 -2.59
H -3.69 -1.40 -1.21
H -2.26 -2.17 -0.53
H -0.85 -0.28 -0.95
H -1.88 0.25 -2.24
H -3.26 1.53 -0.85
H -3.14 0.33 0.40
H -0.66 1.14 0.70
H -2.01 1.85 1.49
H -0.57 3.62 0.68
H -2.19 3.69 0.07
H -1.54 2.36 -2.58
H 1.67 3.82 -2.12
H 1.14 2.58 -3.20
H 0.98 1.09 -0.90
H 2.31 1.16 -2.00
H 2.62 1.48 0.59
H 3.70 2.19 -0.57
H 2.85 3.80 1.70
Br 4.40 3.13 3.59
C 4.38 1.25 4.12
C 3.42 0.44 3.29
Br 1.58 0.76 3.82
H 4.15 1.23 5.18
H 5.40 0.90 3.96
H 3.59 -0.62 3.45
H 3.48 0.66 2.23
Br 6.85 -0.42 7.86
C 8.32 0.64 7.16
C 7.97 1.28 5.84
Br 8.04 -0.02 4.39
H 9.18 -0.01 7.09
H 8.50 1.40 7.91
H 8.71 2.04 5.58
H 6.98 1.72 5.83
Br 0.43 -5.48 -3.47
C 0.26 -6.49 -5.12
C -0.73 -5.86 -6.08
Br -2.58 -6.20 -5.58
H -0.01 -7.50 -4.85
H 1.25 -6.48 -5.56
H -0.62 -6.31 -7.06
H -0.62 -4.79 -6.16
Br 2.14 -0.52 7.60
C 1.88 1.08 8.67
C 2.36 2.31 7.94
Br 4.31 2.43 7.96
H 2.39 0.92 9.61
H 0.81 1.14 8.84
H 2.01 3.21 8.44
H 2.06 2.33 6.90
```



(3)
# C24H47GeN3O3Ta

C24H47GeN3O3Ta as an isolated structure (ωB97M-V/def2-TZVPD, the OMol25 dataset).

Maximum force in eV/A: 4.72
Spin multiplicity: 2
Total charge: +4
Kohn-Sham gap (alpha / beta) in eV: 7.153 / 5.033

XYZ file:
```
79
C24H47GeN3O3Ta ωB97M-V/def2-TZVPD
Ta 0.27 -0.08 0.06
C 2.82 0.95 2.46
C 3.08 -0.54 2.12
N 2.89 -0.84 0.70
C 3.91 -0.22 -0.16
C 3.36 0.35 -1.48
N 2.09 1.12 -1.37
C 2.26 2.51 -0.85
C 2.63 2.60 0.63
N 1.92 1.64 1.51
H 3.77 1.48 2.53
H 2.39 0.99 3.47
H 2.38 -1.17 2.68
H 4.09 -0.79 2.46
H 2.93 -1.85 0.59
H 4.67 -0.96 -0.44
H 4.42 0.56 0.40
H 3.18 -0.47 -2.18
H 4.15 0.99 -1.91
H 1.80 1.27 -2.34
H 1.32 3.03 -1.04
H 3.04 3.03 -1.41
H 2.42 3.63 0.95
H 3.70 2.46 0.74
H 1.22 2.15 2.05
C -2.65 -0.50 -3.36
C -2.87 -1.18 -2.01
C -4.38 -1.13 -1.71
C -2.40 -2.63 -2.01
O -2.16 -0.42 -0.99
Ge -3.15 0.68 0.25
O -1.62 1.86 0.24
C -1.85 3.29 0.45
C -3.36 3.53 0.60
C -1.16 3.75 1.73
C -1.37 4.06 -0.78
O -0.31 -0.88 1.52
C -0.76 -1.43 2.74
C -0.23 -0.56 3.89
C -2.30 -1.42 2.74
C -0.24 -2.87 2.85
H -3.11 -1.09 -4.15
H -1.59 -0.40 -3.58
H -3.09 0.50 -3.37
H -4.93 -1.69 -2.46
H -4.73 -0.09 -1.76
H -4.60 -1.55 -0.72
H -3.06 -3.23 -2.64
H -2.40 -3.05 -1.01
H -1.40 -2.71 -2.44
H -3.74 3.00 1.48
H -3.90 3.21 -0.30
H -3.56 4.59 0.74
H -1.48 3.14 2.57
H -1.45 4.78 1.94
H -0.08 3.73 1.63
H -1.73 3.60 -1.70
H -0.28 4.13 -0.82
H -1.75 5.08 -0.75
H -0.34 0.50 3.65
H 0.81 -0.78 4.13
H -0.81 -0.76 4.79
H -2.67 -0.40 2.87
H -2.66 -2.02 3.58
H -2.69 -1.86 1.82
H 0.84 -2.90 2.70
H -0.72 -3.51 2.11
H -0.45 -3.27 3.84
C 1.88 -3.76 -3.32
C 1.73 -4.09 -1.99
C 1.20 -3.16 -1.09
C 0.86 -1.91 -1.57
C 0.95 -1.58 -2.90
C 1.50 -2.52 -3.78
H 2.26 -4.50 -4.01
H 2.01 -5.07 -1.61
H 1.06 -3.45 -0.06
H 0.62 -0.63 -3.31
H 1.58 -2.26 -4.83
```



(4)
# C24H47IN2O5

C24H47IN2O5 as an isolated structure (ωB97M-V/def2-TZVPD, the OMol25 dataset).

Maximum force in eV/A: 3.38
Spin multiplicity: 3
Total charge: 0
Kohn-Sham gap (alpha / beta) in eV: 7.381 / 8.271

XYZ file:
```
79
C24H47IN2O5 ωB97M-V/def2-TZVPD
C 0.02 -0.84 0.43
C -0.45 -2.12 -0.28
C -1.78 -2.53 0.37
C 0.66 -3.15 -0.11
C 0.26 -4.60 -0.35
O 0.95 -5.46 0.58
C 0.21 -5.97 1.52
O -0.81 -5.57 1.91
O 0.77 -7.12 2.02
I 2.26 -6.59 3.27
H -0.09 -1.02 1.49
H -0.61 -0.01 0.17
H 1.06 -0.63 0.26
H -0.60 -1.83 -1.31
H -1.64 -3.27 1.14
H -2.46 -2.91 -0.38
H -2.23 -1.65 0.81
H 1.13 -3.02 0.85
H 1.42 -2.90 -0.84
H -0.81 -4.76 -0.37
H 0.63 -4.88 -1.32
C -1.04 3.03 -4.73
C -0.29 1.70 -4.91
C 0.10 1.52 -6.38
C -1.09 1.19 -7.28
C -1.86 -0.02 -6.74
C -2.26 0.12 -5.26
N -1.11 0.55 -4.42
O -0.34 -0.45 -4.19
C -3.43 1.11 -5.12
C -2.81 -1.22 -4.77
C 0.98 1.84 -4.07
H -0.34 3.86 -4.67
H -1.71 3.27 -5.56
H -1.62 3.04 -3.80
H 0.84 0.72 -6.47
H 0.59 2.43 -6.74
H -1.76 2.05 -7.37
H -0.74 0.97 -8.28
H -2.76 -0.18 -7.34
H -1.24 -0.91 -6.86
H -3.64 1.32 -4.07
H -4.34 0.68 -5.55
H -3.28 2.05 -5.64
H -2.11 -2.04 -4.93
H -3.72 -1.46 -5.32
H -3.05 -1.18 -3.71
H 0.73 1.98 -3.01
H 1.54 2.72 -4.40
H 1.64 0.99 -4.16
C 1.85 3.43 4.51
C 1.02 2.21 4.05
C -0.27 2.13 4.88
C -0.02 1.66 6.32
C 0.76 0.35 6.34
C 2.05 0.39 5.51
N 1.82 0.96 4.15
O 1.28 0.06 3.41
C 3.13 1.21 6.26
C 2.62 -1.02 5.42
C 0.66 2.50 2.60
H 1.46 4.35 4.06
H 1.82 3.60 5.59
H 2.89 3.34 4.20
H -0.96 1.43 4.41
H -0.76 3.10 4.89
H 0.50 2.43 6.89
H -0.98 1.52 6.82
H 1.01 0.09 7.37
H 0.11 -0.44 5.96
H 4.00 1.37 5.62
H 3.46 0.68 7.14
H 2.78 2.18 6.60
H 1.90 -1.73 5.02
H 2.90 -1.37 6.41
H 3.52 -1.04 4.79
H 1.56 2.57 1.98
H 0.13 3.45 2.54
H 0.01 1.74 2.17
```



(5)
# C24H47LaN4OPS

C24H47LaN4OPS as an isolated structure (ωB97M-V/def2-TZVPD, the OMol25 dataset).

Maximum force in eV/A: 1.52
Spin multiplicity: 2
Total charge: +2
Kohn-Sham gap (alpha / beta) in eV: 8.300 / 6.913

XYZ file:
```
79
C24H47LaN4OPS ωB97M-V/def2-TZVPD
C 1.37 2.13 -1.94
N 0.33 2.06 -1.03
C -0.65 3.00 -1.10
C -0.58 4.11 -1.93
C 0.45 4.19 -2.87
C 1.41 3.19 -2.88
La -0.07 0.35 0.77
C -1.84 2.88 -0.15
N -2.27 1.48 0.21
C -3.25 1.00 -0.83
C -2.57 0.69 -2.15
C 2.36 1.11 -1.94
P 2.32 -0.30 -0.89
C 3.79 -0.05 0.31
C 5.12 -0.43 -0.37
C 2.40 -1.78 -2.07
C 2.60 -3.06 -1.25
C 1.06 -1.84 -2.84
C 3.52 -1.62 -3.11
C 3.89 1.43 0.70
C 3.54 -0.94 1.54
C -2.92 1.47 1.56
C -1.95 1.87 2.68
H -1.36 4.86 -1.84
H 0.48 5.00 -3.60
H 2.22 3.18 -3.60
H 3.15 1.25 -2.68
H 1.07 -2.67 -3.56
H 0.20 -1.99 -2.16
H 0.89 -0.92 -3.41
H 3.51 -2.50 -3.77
H 3.36 -0.73 -3.74
H 4.52 -1.56 -2.66
H 2.55 -3.94 -1.91
H 3.58 -3.09 -0.76
H 1.82 -3.18 -0.48
H 5.93 -0.26 0.36
H 5.17 -1.48 -0.68
H 5.32 0.22 -1.24
H 4.11 2.05 -0.19
H 2.98 1.82 1.17
H 4.73 1.56 1.41
H 3.46 -2.00 1.28
H 4.38 -0.83 2.25
H 2.63 -0.65 2.08
H -1.64 3.44 0.78
H -2.71 3.38 -0.63
H -3.76 0.11 -0.42
H -4.02 1.78 -0.96
H -3.36 0.47 1.72
H -3.78 2.16 1.54
H -2.30 1.49 3.64
H -0.89 1.49 2.64
H -1.87 2.96 2.74
H -3.26 0.11 -2.78
H -2.30 1.60 -2.70
H -1.66 0.08 -2.06
H 1.15 0.98 2.18
C 0.53 1.26 6.20
H -0.15 2.03 6.59
H 1.56 1.53 6.47
H 0.28 0.32 6.71
O 0.28 1.08 4.81
H 1.10 1.27 4.30
S -0.61 -2.32 1.37
C -2.26 -2.62 0.88
N -3.29 -2.36 1.72
C -4.70 -2.41 1.35
C -4.91 -3.34 0.18
C -3.88 -3.17 -0.92
N -2.54 -3.13 -0.32
H -3.02 -2.07 2.66
H -5.03 -1.39 1.08
H -5.26 -2.75 2.23
H -5.91 -3.18 -0.24
H -4.87 -4.37 0.54
H -4.05 -2.24 -1.48
H -3.91 -4.02 -1.61
H -1.72 -3.22 -0.94
```



Listing calculated total energy for the structures above in their given order: -3822.787236 -22627.447960 -3465.029385 -1725.903645 -2007.581301 Eh.